[1]
DFT (wB97M-V/def2-TZVPD) results for C16H40BF5O8Si2 as an isolated structure in a non-equilibrium geometry.

```
72
Properties=species:S:1:pos:R:3:forces:R:3:mulliken_charge:R:1
C -3.64926 0.68801 3.56186 0.6 -0.1 -0.5 -1.332
C -2.38953 0.31916 2.75645 0.0 0.0 0.5 -0.019
B -1.05337 0.77736 3.43909 -0.2 -0.6 -0.4 0.342
O -0.06832 -0.18172 3.66694 0.3 0.6 -0.4 -0.550
Si -0.61637 2.63444 4.04510 -0.2 0.1 0.5 0.415
O -0.94131 3.81484 2.87489 0.8 -0.4 0.3 -0.208
Si 0.33588 4.46373 2.07030 -0.7 0.9 0.0 0.365
C 0.83105 3.30938 0.60108 -0.9 0.9 0.6 0.706
F 0.75811 2.00060 0.92258 -0.1 -0.9 0.3 -0.299
F 2.08857 3.57249 0.22686 1.1 0.2 -0.2 -0.219
C -0.02221 3.50133 -0.65001 1.3 -0.3 0.9 0.495
F -1.26627 3.23130 -0.42593 -2.2 -0.7 0.6 -0.218
F 0.05517 4.71153 -1.10601 0.2 2.3 -0.5 -0.281
F 0.44127 2.71605 -1.57655 0.5 -1.6 -1.7 -0.253
H -3.80772 1.75411 3.62943 0.0 0.4 0.2 0.333
H -3.56359 0.24850 4.54429 -0.2 0.0 0.4 0.339
H -4.49590 0.25543 3.06200 -0.6 -0.2 -0.1 0.392
H -2.47220 0.66276 1.73109 0.0 0.3 -0.3 0.282
H -2.36743 -0.76126 2.70042 0.1 -0.4 -0.2 0.099
H 0.40491 -0.30402 2.82748 0.0 -0.5 0.3 0.289
H 0.83262 2.70385 4.36161 0.0 0.1 -0.1 -0.159
H -1.32823 2.94391 5.30776 -0.1 0.2 -0.1 -0.221
H 1.50592 4.77507 2.90408 0.1 -0.3 0.0 -0.107
H -0.11210 5.73054 1.46613 0.0 -0.1 -0.1 -0.185
C 4.64238 2.08397 -0.57768 0.2 0.0 -0.1 -0.740
O 5.97377 2.35057 -0.99001 -0.1 -0.2 0.1 -0.393
C 6.89767 2.37505 0.08615 0.1 0.1 -0.3 -0.527
C 7.69352 1.09181 0.17086 0.0 -0.1 0.3 -0.466
O 6.87264 -0.01336 0.51830 -0.1 0.0 -0.1 -0.376
C 6.53345 -0.82781 -0.58974 0.0 0.0 0.1 -0.732
H 4.05341 1.87165 -1.46904 0.0 0.1 0.0 0.289
H 4.59426 1.21995 0.09049 0.0 0.0 0.0 0.340
H 4.22373 2.95476 -0.07794 0.0 0.0 0.1 0.335
H 6.38385 2.56773 1.03283 0.0 0.0 0.0 0.310
H 7.58727 3.20518 -0.09881 0.0 0.0 0.0 0.387
H 8.44653 1.19527 0.95882 0.0 0.0 0.0 0.367
H 8.21555 0.90424 -0.77203 0.0 0.0 0.0 0.317
H 7.40015 -1.41594 -0.91073 0.0 0.0 -0.1 0.327
H 6.16400 -0.23476 -1.42948 0.0 0.0 0.0 0.320
H 5.74828 -1.51131 -0.27007 0.0 0.0 0.1 0.245
C -4.64824 1.00759 -3.90939 0.0 0.1 0.0 -0.659
O -3.32597 1.32209 -4.30882 -0.1 -0.1 0.1 -0.433
C -2.41879 1.41794 -3.22016 0.1 0.1 -0.4 -0.341
C -1.56680 0.17496 -3.10351 0.0 0.0 0.4 -0.567
O -2.34103 -0.95556 -2.72531 0.0 0.1 -0.3 -0.184
C -2.63491 -1.81805 -3.81186 0.0 0.0 0.1 -0.933
H -5.21143 0.74463 -4.80342 0.0 0.0 0.0 0.254
H -4.67113 0.16228 -3.21735 0.0 0.0 0.0 0.232
H -5.12195 1.87568 -3.43837 0.0 0.0 0.0 0.332
H -2.94541 1.60746 -2.28020 0.0 0.0 0.0 0.348
H -1.76622 2.27386 -3.41845 0.0 0.0 0.0 0.241
H -0.82620 0.33186 -2.31266 0.0 0.0 0.0 0.348
H -1.02846 -0.01438 -4.03631 -0.1 0.0 0.0 0.368
H -1.74034 -2.37663 -4.10812 0.0 0.0 -0.1 0.311
H -3.02268 -1.26735 -4.67107 0.0 0.0 0.0 0.445
H -3.39220 -2.52663 -3.47759 0.0 0.0 0.0 0.239
C -1.07356 -5.92505 -0.49385 0.0 0.0 0.0 -0.689
O -2.15059 -6.05780 0.41596 0.1 0.1 -0.1 -0.382
C -1.91724 -5.41251 1.65883 -0.2 -0.2 0.0 -0.572
C -2.63721 -4.08529 1.74374 0.2 0.2 0.1 -0.517
O -2.10982 -3.14391 0.82310 -0.1 -0.1 -0.1 -0.278
C -2.90751 -2.98482 -0.34187 0.1 0.0 0.1 -0.815
H -1.42243 -6.25464 -1.47137 0.0 0.0 0.0 0.246
H -0.73618 -4.88871 -0.57138 0.0 0.0 0.0 0.274
H -0.23430 -6.55942 -0.18793 0.0 0.0 0.0 0.329
H -0.84512 -5.27535 1.82810 0.0 0.0 0.0 0.331
H -2.30095 -6.07353 2.44275 0.0 0.0 0.0 0.387
H -2.49489 -3.67213 2.74833 0.0 0.0 0.0 0.369
H -3.71090 -4.22266 1.58433 0.0 0.0 0.0 0.365
H -3.81731 -2.42320 -0.10076 0.0 0.0 -0.1 0.335
H -3.17826 -3.94936 -0.78025 0.0 0.0 0.1 0.371
H -2.33210 -2.41578 -1.06801 0.0 0.0 0.1 0.236
```
Positions in Å, forces in eV/Å.

Computed properties:
strongest force on any atom = 2.416 eV Å⁻¹
HOMO energy = -9.19 eV
HOMO-LUMO gap = 9.4 eV
lowest unoccupied orbital energy = 0.210 eV

***

[2]
DFT (wB97M-V/def2-TZVPD) results for one molecule with the formula C2H8N4 in a non-equilibrium geometry.

```
14
Properties=species:S:1:pos:R:3:forces:R:3:nbo_charge:R:1
C 0.54668 -1.76023 -1.56718 -2.0 2.0 -0.9 -0.443
N 0.49135 -1.38792 -0.11519 -2.4 -1.9 -0.6 -0.496
N -0.24441 -0.10173 -0.00797 1.3 -0.7 1.2 -0.374
C 0.40360 0.56479 0.89010 0.6 1.3 -2.0 0.231
N 0.16621 1.93180 1.05021 -0.7 -0.5 2.0 -0.458
N -1.23999 2.08756 0.89609 -1.6 0.0 1.7 -0.677
H 1.35094 -1.12920 -2.04891 -0.5 -1.4 0.4 0.199
H 0.57667 -2.90208 -1.66939 0.3 1.9 -0.1 0.210
H -0.47219 -1.28319 -2.08304 2.3 -1.6 1.1 0.181
H -0.24308 -2.10278 0.18528 1.3 1.3 0.1 0.334
H 1.28522 0.14854 1.29264 1.0 -0.4 0.7 0.181
H 0.62002 2.51003 1.86907 -1.5 -2.0 -2.0 0.386
H -1.82457 1.25658 1.41530 2.0 2.6 -2.2 0.353
H -1.41645 2.16783 -0.10702 -0.3 -0.6 0.7 0.372
```
Positions in Å, forces in eV/Å.

Computed properties:
strongest force on any atom = 3.956 eV Å⁻¹
HOMO energy = -8.68 eV
HOMO-LUMO gap = 9.7 eV
lowest unoccupied orbital energy = 1.020 eV
energy relative to the best compared isomer or geometry (same formula, charge and spin) = 371.46 kJ/mol

***

[3]
DFT (wB97M-V/def2-TZVPD) results for a 2-piece molecular cluster, C5H14O overall in a non-equilibrium geometry.

```
20
Properties=species:S:1:pos:R:3:forces:R:3:nbo_charge:R:1
C 0.00000 0.00000 0.00000 0.3 0.2 0.1 -0.617
C -0.60110 -0.06862 -1.39869 0.4 0.3 -0.5 -0.395
C 0.15453 0.81009 -2.49361 -0.2 -2.0 -1.5 -0.197
C 0.49198 2.20656 -2.07181 0.0 0.4 1.0 -0.619
C 1.45673 0.09013 -3.07095 -0.8 0.5 0.9 -0.612
H -0.50612 -0.69049 0.69547 0.2 0.3 -0.3 0.213
H -0.08949 1.02581 0.39537 0.1 -0.4 0.0 0.202
H 1.06911 -0.26747 -0.04549 -0.3 0.1 0.2 0.202
H -0.57511 -1.12577 -1.72608 -0.1 0.5 -0.1 0.205
H -1.66320 0.23358 -1.32078 0.4 -0.1 -0.3 0.194
H -0.55854 0.85121 -3.34197 0.4 0.1 0.3 0.177
H 1.07999 2.80022 -2.79181 -0.3 -0.5 0.1 0.216
H 1.08444 2.08469 -1.14946 0.0 0.6 -0.2 0.202
H -0.42924 2.76175 -1.82742 0.4 0.0 0.0 0.207
H 2.15881 -0.01468 -2.22674 0.0 0.0 -0.4 0.194
H 1.92475 0.72639 -3.84085 -0.2 -0.2 0.3 0.209
H 1.27434 -0.90826 -3.50288 -0.2 0.5 0.2 0.218
O -1.33199 -0.69971 -5.28057 -1.1 0.6 -0.1 -0.939
H -1.78692 -0.20256 -4.56355 0.4 -0.5 -0.8 0.470
H -1.89308 -0.55664 -6.07616 0.6 -0.1 0.9 0.471
```
Positions in Å, forces in eV/Å.

Computed properties:
strongest force on any atom = 2.482 eV Å⁻¹
HOMO energy = -10.79 eV
HOMO-LUMO gap = 11.6 eV
lowest unoccupied orbital energy = 0.826 eV
energy relative to the best compared isomer or geometry (same formula, charge and spin) = 35.79 kJ/mol

***

[4]
DFT (wB97M-V/def2-TZVPD) results for C33H43AsN4PdS4Sb as an isolated structure in a non-equilibrium geometry.

```
87
Properties=species:S:1:pos:R:3:forces:R:3:lowdin_spin:R:1
Pd 0.70238 -0.92585 0.06314 0.7 0.1 0.2 -0.103
S -0.21798 -1.42622 4.47543 0.1 -0.2 0.1 0.188
Sb -0.65101 -0.61172 2.36380 -0.6 0.7 0.8 0.401
S 0.31649 1.68798 2.39927 -0.3 0.0 0.4 0.017
S 1.69505 1.23475 0.92170 0.2 -0.5 -0.3 0.023
C 3.66586 -5.60270 -4.69832 0.1 0.1 0.2 0.000
C 3.38269 -4.99027 -3.32735 -0.1 0.1 -0.2 0.001
C 2.15850 -4.07463 -3.36550 0.1 -0.1 0.3 0.004
C 1.60994 -3.71409 -1.97888 0.0 0.3 -0.1 0.003
N 2.31522 -2.63706 -1.30252 0.3 -0.1 -0.2 0.038
C 2.05076 -1.25543 -1.57432 0.4 -0.5 -0.5 0.147
S 1.10446 -0.86746 -2.97535 -0.3 0.0 -0.2 0.119
N 3.25756 -0.53421 -1.33771 0.2 0.0 0.1 0.038
C 3.43576 0.83630 -1.79497 0.0 -0.1 -0.3 0.004
C 4.60756 0.94874 -2.77155 0.0 0.0 0.3 0.004
C 5.95287 0.61419 -2.13160 0.0 0.1 -0.2 0.001
C 7.13810 1.02763 -3.00203 -0.1 -0.1 0.1 0.000
H 4.54354 -6.25333 -4.67457 0.0 0.0 -0.1 0.000
H 3.83845 -4.81585 -5.43498 0.0 0.0 -0.1 0.000
H 2.80806 -6.19413 -5.02439 0.0 0.0 -0.1 0.000
H 4.25983 -4.42652 -2.99425 0.0 0.0 0.1 0.001
H 3.21596 -5.79088 -2.59816 0.0 0.0 0.0 0.000
H 1.35881 -4.57332 -3.92513 0.0 0.0 0.0 0.001
H 2.39264 -3.14793 -3.88954 -0.1 0.0 -0.1 0.004
H 1.64450 -4.59775 -1.33227 -0.1 0.0 0.0 0.000
H 0.57032 -3.41364 -2.06168 0.0 0.0 0.0 0.000
H 3.31183 -2.80345 -1.25750 0.0 0.1 0.1 0.005
H 3.56767 -0.65646 -0.38269 -0.1 0.0 0.1 0.003
H 3.59210 1.50359 -0.94485 0.0 0.0 0.0 0.002
H 2.53389 1.15765 -2.30948 -0.1 0.0 0.1 0.001
H 4.62989 1.97761 -3.15027 0.0 0.0 -0.1 0.000
H 4.41651 0.27482 -3.61175 0.0 0.1 -0.1 0.002
H 5.99149 -0.46127 -1.94268 0.0 0.0 0.1 0.001
H 6.02022 1.12024 -1.16324 0.0 0.0 0.0 0.000
H 7.07193 0.56765 -3.99083 0.0 0.0 0.0 0.000
H 8.08360 0.72497 -2.54570 0.0 0.0 -0.1 0.000
H 7.15312 2.11070 -3.14241 0.0 0.0 0.0 0.000
C -2.55742 2.41964 -5.70909 0.0 0.0 0.0 0.000
C -1.41638 3.11592 -5.33394 0.0 0.1 0.0 0.000
C -0.80186 2.83608 -4.12372 0.1 -0.1 0.2 0.000
C -1.30603 1.87101 -3.25194 0.0 0.0 -0.2 0.001
C -2.43687 1.16638 -3.65593 0.0 -0.1 0.1 0.000
C -3.05691 1.43496 -4.86944 0.0 0.0 0.0 0.000
As -0.26189 1.56514 -1.56257 -0.3 0.4 -0.5 0.003
C -1.21657 3.02747 -0.66640 -0.1 0.0 0.1 0.000
C -0.81798 4.35110 -0.63052 0.0 0.0 -0.1 0.000
C -1.62164 5.29993 -0.01058 0.0 0.0 0.0 0.000
C -2.81609 4.90787 0.57953 -0.1 0.1 0.0 0.000
C -3.20105 3.57543 0.58174 -0.1 -0.2 0.0 0.000
C -2.39321 2.62005 -0.02635 0.1 0.3 0.0 0.000
C -2.64166 1.17424 -0.09909 0.0 -0.4 -0.1 0.006
C -3.74319 0.50269 0.42225 0.0 0.2 0.1 0.016
C -3.87714 -0.86527 0.24525 -0.1 -0.1 0.0 0.012
C -2.93051 -1.58393 -0.47006 0.0 0.1 0.0 0.001
C -1.82065 -0.93156 -0.99570 -0.3 0.2 -0.2 -0.001
C -1.66684 0.44206 -0.80022 -0.2 -0.2 -0.1 0.000
H -3.05268 2.64341 -6.64733 0.0 0.0 0.0 0.000
H -1.00062 3.87259 -5.99082 0.0 0.0 0.0 0.000
H 0.09994 3.36869 -3.83257 0.0 0.0 -0.1 0.000
H -2.84492 0.38850 -3.02323 0.0 0.0 0.0 0.000
H -3.93332 0.86542 -5.15960 0.0 0.0 0.0 0.000
H 0.12232 4.63278 -1.09346 0.0 0.1 0.0 0.000
H -1.32321 6.34195 0.01653 0.0 0.0 0.0 0.000
H -3.45471 5.65512 1.03782 0.0 0.0 0.1 0.000
H -4.13266 3.28512 1.05524 0.0 0.0 0.0 0.000
H -4.50326 1.04217 0.97633 0.0 0.0 0.0 0.000
H -4.73233 -1.37964 0.66849 0.0 0.0 0.0 0.000
H -3.03868 -2.65121 -0.61289 0.0 0.0 0.1 0.000
H -1.11375 -1.47744 -1.60761 0.0 0.0 0.0 0.000
N -0.11662 -3.35484 0.50948 0.1 0.2 -0.2 0.022
C 0.89191 -2.96791 0.98567 0.6 -0.4 0.3 0.015
N 2.06201 -3.15352 1.61662 -0.2 -0.1 0.1 0.001
C 3.00693 -2.15265 2.08020 -0.1 0.2 0.1 0.003
C 3.25740 -2.30993 3.57664 0.1 -0.2 -0.1 0.004
C 3.68448 -3.74037 3.91095 -0.1 0.0 0.1 0.000
C 2.67083 -4.74511 3.36058 0.2 0.0 -0.1 0.000
C 2.48260 -4.51801 1.86190 -0.2 -0.2 0.2 0.000
H 2.62943 -1.15423 1.86489 -0.1 0.0 -0.1 0.003
H 3.95963 -2.29211 1.53771 -0.1 0.0 -0.1 0.000
H 2.33229 -2.07060 4.10514 0.0 0.1 0.0 0.006
H 4.02847 -1.59749 3.88239 0.0 0.0 0.0 0.000
H 3.76198 -3.85767 4.99561 0.1 0.0 0.0 0.000
H 4.67380 -3.94870 3.48090 0.0 0.0 0.0 0.000
H 1.70869 -4.59933 3.85777 0.0 0.0 0.0 0.001
H 3.01343 -5.77117 3.53428 -0.1 0.0 0.0 0.000
H 1.73227 -5.19021 1.44536 0.0 0.0 0.0 0.000
H 3.43511 -4.70127 1.33756 0.0 0.0 0.0 0.000
```
Positions in Å, forces in eV/Å.

Computed properties:
strongest force on any atom = 1.207 eV Å⁻¹
charge = -2
HOMO energy (spin up / spin down) = 0.28 / -0.89 eV
HOMO-LUMO gap (spin up / spin down) = 4.0 / 5.2 eV
multiplicity = 2
lowest unoccupied orbital energy (spin up / spin down) = 4.304 / 4.276 eV
energy relative to the best compared isomer or geometry (same formula, charge and spin) = 262.28 kJ/mol

***

[5]
DFT (wB97M-V/def2-TZVPD) results for C8H6Cl2LaN2O3Pr as an isolated structure in a non-equilibrium geometry.

```
23
Properties=species:S:1:pos:R:3:forces:R:3:lowdin_spin:R:1
Pr -1.40073 -0.40998 -5.16880 -5.8 -2.0 0.4 2.041
La 1.15326 1.18345 -1.17140 -0.2 -1.0 -0.3 0.000
Cl -1.32322 -2.40593 -3.64026 0.3 1.8 -1.1 -0.041
Cl -0.50751 3.01264 -1.59806 -0.2 0.0 -0.5 0.000
C 2.59742 2.45815 0.38750 4.2 4.7 4.6 0.000
C 0.65388 -1.12740 -6.06543 7.6 -2.3 -2.9 -0.005
C 0.57033 0.66511 -4.37932 8.8 5.5 2.0 -0.003
O 3.20919 3.17034 1.06200 -2.9 -3.4 -3.1 0.000
O 1.72676 -1.37671 -6.41299 -5.0 1.0 1.5 0.005
O 1.57461 1.26309 -4.15652 -6.5 -4.0 -1.4 0.003
N -1.29528 -1.47269 4.07147 0.6 0.9 -1.6 0.000
C -0.85650 -0.83392 2.95731 -0.9 -1.0 2.4 0.000
C -0.09300 -1.51700 1.98411 0.7 -0.1 -1.5 0.000
C 0.33283 -0.83037 0.86586 -0.7 0.3 1.4 0.000
N 0.07072 0.51542 0.70804 -0.4 -0.2 0.4 0.000
C -0.69164 1.18291 1.65681 0.0 -0.7 0.4 0.000
C -1.16224 0.53365 2.77741 0.2 1.3 -1.0 0.000
H -1.10905 -2.44685 4.24264 0.1 -0.2 0.0 0.000
H -1.84208 -0.99263 4.77189 0.0 0.1 0.0 0.000
H 0.13782 -2.57072 2.11030 0.0 0.1 -0.1 0.000
H 0.88421 -1.31871 0.04226 -0.1 -0.1 0.5 0.000
H -0.87584 2.24158 1.43662 0.0 -0.5 0.3 0.000
H -1.75396 1.07655 3.51859 0.2 -0.2 -0.3 0.000
```
Positions in Å, forces in eV/Å.

Computed properties:
strongest force on any atom = 10.574 eV Å⁻¹
charge = +4
HOMO energy (spin up / spin down) = -20.14 / -20.14 eV
HOMO-LUMO gap (spin up / spin down) = 2.8 / 2.9 eV
multiplicity = 3
lowest unoccupied orbital energy (spin up / spin down) = -17.325 / -17.271 eV

***

[6]
DFT (wB97M-V/def2-TZVPD) results for one molecule with the formula C8H15BrO in a non-equilibrium geometry.

```
25
Properties=species:S:1:pos:R:3:forces:R:3:nbo_charge:R:1
C 0.78196 -0.00373 3.14292 1.4 -1.3 1.0 -0.385
C 1.23291 0.33357 1.96087 -0.6 3.0 -1.9 -0.237
C 1.64180 -0.52603 0.87770 0.2 -2.5 -2.2 -0.272
Br 3.60749 -0.82051 1.04088 0.0 0.4 -0.4 -0.050
C 1.23699 -0.04554 -0.66455 -0.2 -3.2 1.3 0.118
O 1.83794 1.13278 -0.97601 -3.3 1.7 -0.2 -0.717
C -0.29633 0.02450 -0.80660 0.9 -1.6 -1.5 -0.056
C -0.93613 -1.34675 -0.34572 0.3 0.6 -0.1 -0.616
C -0.89248 1.12890 -0.01082 -1.1 -0.2 2.9 -0.641
C -0.69216 0.25421 -2.34767 1.7 1.0 1.3 -0.638
H 0.60456 0.83535 3.80309 -0.5 -0.5 0.5 0.217
H 0.97707 -1.07702 3.47643 -0.8 1.6 -0.1 0.207
H 1.18815 1.40386 1.56207 0.2 -1.2 1.2 0.211
H 1.33131 -1.58306 1.06321 -0.1 0.9 -0.4 0.226
H 1.45812 -0.89037 -1.40473 0.6 0.9 1.2 0.174
H 2.73923 1.07607 -1.05196 3.5 -0.5 -0.2 0.484
H -0.46823 -2.28347 -0.75177 -0.5 1.0 -0.1 0.215
H -2.01602 -1.25448 -0.63001 0.8 -0.5 0.5 0.214
H -0.79694 -1.40851 0.74727 -0.6 0.0 -0.4 0.210
H -1.08782 0.78763 1.10116 -0.3 0.3 -2.3 0.219
H -0.22228 1.94454 0.25132 -0.1 0.5 -1.1 0.229
H -1.81890 1.40413 -0.53146 0.1 0.5 0.7 0.220
H -0.12856 -0.23539 -3.14821 -0.4 -1.5 0.6 0.221
H -0.25726 1.24521 -2.64861 -1.6 0.0 0.7 0.231
H -1.77152 0.05515 -2.27886 0.3 0.7 -1.2 0.215
```
Positions in Å, forces in eV/Å.

Computed properties:
strongest force on any atom = 3.697 eV Å⁻¹
HOMO energy = -9.73 eV
HOMO-LUMO gap = 10.3 eV
lowest unoccupied orbital energy = 0.601 eV
energy relative to the best compared isomer or geometry (same formula, charge and spin) = 0.00 kJ/mol